1.
{"formula": "C4H8FNS", "method": "ωB97M-V with the def2-TZVPD basis set", "symbols": ["C", "C", "C", "C", "H", "H", "H", "H", "H", "H", "H", "H", "N", "F", "S"], "coordinates": [[-0.127467, -1.754244, 1.763377], [0.478032, -0.416446, 1.504240], [0.408245, 0.323693, 0.408212], [-0.866385, 1.159066, -1.690435], [0.655122, -2.483316, 2.001721], [-0.683185, -2.103147, 0.891772], [-0.804678, -1.703176, 2.622110], [0.902751, 1.287801, 0.356088], [-0.145536, -0.032997, -0.452965], [1.137694, 1.417705, -1.912026], [0.360830, 0.648945, -3.260159], [-1.703260, 0.743593, -2.257066], [0.296331, 1.064062, -2.344689], [1.173108, 0.035018, 2.573480], [-1.081600, 1.813443, -0.203660]], "forces_ev_per_a": [[0.0, 0.1, 0.1], [-0.1, -0.6, -0.3], [2.3, -2.4, 1.1], [-1.6, 1.7, -0.8], [-0.1, 0.1, 0.0], [0.0, 0.1, 0.1], [0.0, -0.1, -0.1], [0.7, -0.9, 0.0], [1.6, -1.2, 1.3], [-0.1, 0.0, -0.2], [0.0, 0.0, 0.2], [0.1, -0.1, 0.2], [0.4, 0.1, 0.0], [0.1, 0.3, 0.4], [-3.4, 2.9, -2.0]], "lowdin_charge": [-0.035, -0.407, -0.260, -0.729, 0.082, 0.080, 0.082, 0.037, 0.009, 0.106, 0.109, 0.078, 0.047, 0.025, 0.776], "lumo_ev": 0.41, "de_lowest_kcal_mol": 56.0, "gap_ha": 0.2780, "energy_ha": -709.89995, "homo_ev": -7.16}

2.
{"formula": "C4H8FOP", "method": "ωB97M-V with the def2-TZVPD basis set", "symbols": ["C", "C", "C", "C", "O", "F", "P", "H", "H", "H", "H", "H", "H", "H", "H"], "coordinates": [[0.653498, 0.746754, 0.203987], [1.179678, 1.385910, -1.159339], [0.153243, -1.492977, 1.284327], [0.075738, -0.601628, 0.148134], [0.827809, 1.383753, 1.226197], [0.103073, -1.150457, -1.074123], [-2.396935, 0.528888, -0.005558], [0.672284, 2.396469, -1.184604], [2.178533, 1.488118, -0.937845], [1.066412, 0.783740, -2.061749], [1.193354, -1.693264, 1.531685], [-0.360384, -0.913465, 2.215565], [-0.324176, -2.548490, 1.191751], [-2.615308, -0.828044, -0.005409], [-2.406819, 0.514699, -1.373025]], "forces_ev_per_a": [[0.7, 1.1, -1.3], [-3.3, 0.0, 1.2], [-2.1, -1.1, 3.0], [-2.0, 1.7, -0.9], [-0.2, -0.7, -0.1], [0.3, -0.5, -0.1], [1.8, 0.0, 1.3], [0.7, -1.1, -0.4], [2.4, 0.6, 0.2], [-0.3, 0.2, 0.2], [0.3, 0.2, 0.2], [1.4, -1.5, -2.1], [0.5, 2.1, -0.2], [-0.4, -1.0, 0.2], [0.2, 0.1, -1.2]], "lowdin_charge": [-0.486, 0.008, -0.060, -0.420, 0.037, 0.027, 0.764, 0.104, 0.040, 0.068, 0.084, 0.147, 0.117, -0.214, -0.217], "lumo_ev": [-1.06, -0.99], "de_lowest_kcal_mol": 95.8, "gap_ha": [0.2799, 0.2808], "energy_ha": -673.54894, "homo_ev": [-8.67, -8.63]}

3.
{"formula": "C4H8FeO3", "method": "ωB97M-V with the def2-TZVPD basis set", "symbols": ["O", "O", "C", "O", "C", "C", "C", "H", "H", "H", "H", "H", "H", "H", "H", "Fe"], "coordinates": [[-0.104957, -0.489637, 0.031705], [1.601009, -0.304838, -1.467147], [0.561363, 0.162669, -1.058431], [0.831463, 1.675134, 0.041005], [1.812247, 2.596629, -0.365717], [-0.979677, -1.604135, -0.257089], [-1.853644, -1.839697, 0.949626], [2.826032, 2.181615, -0.268516], [1.648821, 2.833386, -1.429177], [1.717218, 3.530553, 0.204408], [-1.568702, -1.352148, -1.148598], [-0.324658, -2.457849, -0.469441], [-2.438711, -0.942550, 1.201602], [-2.549902, -2.658143, 0.726671], [-1.257531, -2.122671, 1.828952], [0.079632, 0.791688, 1.480154]], "forces_ev_per_a": [[0.1, 1.4, 1.3], [-3.1, 1.9, 1.2], [3.3, -3.6, -3.4], [1.5, 2.0, 1.0], [-1.0, 1.2, -0.9], [-1.0, -1.6, -0.5], [0.3, 0.2, 0.2], [0.2, -0.3, 0.2], [0.1, -0.4, 0.1], [0.2, -0.3, 0.4], [0.3, 0.1, 0.2], [-0.2, 0.2, 0.0], [-0.1, -0.1, -0.2], [0.1, 0.2, 0.2], [-0.1, -0.2, -0.2], [-0.6, -0.8, 0.3]], "lowdin_charge": [-0.218, 0.217, -0.193, -0.163, 0.018, -0.163, -0.038, 0.169, 0.146, 0.140, 0.159, 0.160, 0.091, 0.123, 0.097, 1.455], "lumo_ev": [-11.28, -13.64], "de_lowest_kcal_mol": 30.5, "multiplicity": 7, "charge": 2, "gap_ha": [0.2501, 0.2461], "energy_ha": -1645.68748, "homo_ev": [-18.09, -20.34]}